(1)
The following is a DFT calculation (ωB97M-V with the def2-TZVPD basis set) of a 10-piece molecular cluster, C46H119N7O19 overall at a distorted geometry.

CARTESIAN COORDINATES (ANGSTROEM)
C  0.63  6.74  -5.58
O  0.88  8.16  -5.77
C  1.87  8.70  -4.86
C  1.21  9.60  -3.79
C  0.22  10.62  -4.47
N  2.18  10.35  -2.91
H  0.54  6.34  -4.57
H  1.32  6.15  -6.20
H  -0.33  6.37  -5.91
H  2.45  7.89  -4.42
H  2.59  9.36  -5.36
H  0.66  8.85  -3.23
H  -0.33  11.24  -3.76
H  -0.53  10.02  -4.98
H  0.62  11.26  -5.26
H  1.60  10.74  -2.19
H  2.87  9.83  -2.38
C  -5.03  2.21  8.93
O  -3.64  1.99  9.19
C  -3.36  0.62  9.29
C  -3.23  -0.06  7.94
N  -2.08  -0.90  7.68
C  -2.09  -1.51  6.37
C  -1.24  -0.78  5.31
O  -1.70  0.51  4.87
C  -1.07  1.65  5.48
H  -5.27  3.27  8.87
H  -5.65  1.77  9.70
H  -5.35  1.64  8.06
H  -4.05  0.16  9.98
H  -2.39  0.75  9.76
H  -3.21  0.71  7.16
H  -4.14  -0.65  7.88
H  -1.23  -0.40  7.89
H  -3.12  -1.58  6.04
H  -1.64  -2.48  6.56
H  -1.25  -1.48  4.47
H  -0.19  -0.75  5.60
H  -1.61  2.56  5.23
H  -0.02  1.85  5.28
H  -1.32  1.43  6.52
C  -5.57  6.82  -4.05
O  -6.97  6.43  -4.23
C  -7.20  5.12  -3.64
C  -8.63  4.97  -3.05
N  -8.95  6.12  -2.15
C  -8.14  6.06  -0.94
C  -8.88  6.57  0.31
O  -8.53  7.96  0.50
C  -9.18  9.00  -0.23
H  -4.86  6.21  -4.61
H  -5.25  6.82  -3.01
H  -5.45  7.88  -4.30
H  -6.51  4.88  -2.84
H  -7.08  4.32  -4.37
H  -8.90  4.04  -2.54
H  -9.25  4.99  -3.94
H  -8.63  6.97  -2.59
H  -7.19  6.58  -1.11
H  -7.90  5.00  -0.89
H  -8.44  6.08  1.18
H  -9.94  6.30  0.36
H  -9.71  9.54  0.56
H  -9.88  8.60  -0.96
H  -8.53  9.72  -0.73
C  4.73  -3.27  1.13
O  4.15  -2.80  -0.03
C  2.82  -2.35  0.11
C  2.46  -1.20  -0.89
N  1.16  -0.54  -0.69
C  -0.06  -1.32  -0.99
C  -0.55  -1.02  -2.37
O  -0.52  0.31  -2.83
C  -1.70  0.56  -3.59
H  4.17  -4.13  1.49
H  4.81  -2.45  1.85
H  5.74  -3.62  0.90
H  2.63  -2.02  1.14
H  2.25  -3.26  -0.07
H  2.50  -1.68  -1.87
H  3.17  -0.37  -0.92
H  1.23  0.34  -1.17
H  -0.82  -0.85  -0.37
H  0.04  -2.37  -0.69
H  -1.49  -1.54  -2.55
H  0.17  -1.54  -3.01
H  -1.79  1.56  -4.03
H  -2.55  0.52  -2.91
H  -1.77  -0.27  -4.28
C  2.73  2.12  -5.47
O  2.70  2.83  -4.29
C  3.87  2.94  -3.43
C  3.67  3.86  -2.25
N  2.39  3.54  -1.52
C  2.18  4.19  -0.26
C  3.27  3.96  0.85
O  4.35  4.84  0.59
C  4.15  6.17  0.91
H  2.67  1.07  -5.15
H  3.63  2.31  -6.04
H  1.83  2.45  -5.97
H  4.68  3.40  -3.99
H  4.30  1.97  -3.16
H  3.55  4.88  -2.63
H  4.63  3.93  -1.74
H  1.56  3.67  -2.08
H  1.17  3.88  0.01
H  2.08  5.24  -0.53
H  3.61  2.92  0.82
H  2.99  4.17  1.88
H  5.02  6.78  0.66
H  3.92  6.45  1.93
H  3.45  6.62  0.21
C  -5.76  -4.62  -6.78
O  -4.56  -5.14  -6.18
C  -3.69  -4.12  -5.88
C  -2.29  -4.68  -5.43
N  -2.29  -5.58  -4.25
C  -1.01  -6.24  -3.85
C  -1.07  -6.85  -2.42
O  -1.11  -5.82  -1.41
C  -0.99  -6.28  -0.09
H  -5.98  -3.65  -6.34
H  -6.58  -5.25  -6.44
H  -5.86  -4.55  -7.86
H  -4.06  -3.68  -4.95
H  -3.43  -3.47  -6.71
H  -1.58  -3.87  -5.25
H  -1.83  -5.19  -6.27
H  -3.03  -6.26  -4.34
H  -0.16  -5.59  -4.03
H  -0.93  -7.04  -4.59
H  -0.19  -7.50  -2.45
H  -2.03  -7.36  -2.32
H  -0.87  -5.42  0.56
H  -0.23  -7.03  0.12
H  -1.95  -6.70  0.23
C  6.89  -8.44  6.03
O  6.30  -8.34  7.37
C  4.95  -8.79  7.45
C  3.84  -8.09  6.62
N  3.73  -8.47  5.21
C  3.54  -9.90  4.94
C  3.57  -10.28  3.52
O  4.85  -10.04  2.92
C  4.77  -9.36  1.66
H  7.26  -7.51  5.60
H  6.36  -8.83  5.16
H  7.66  -9.21  5.94
H  4.56  -8.68  8.47
H  4.97  -9.87  7.28
H  4.05  -7.03  6.50
H  2.87  -8.30  7.08
H  4.66  -8.33  4.84
H  2.55  -10.16  5.33
H  4.27  -10.51  5.47
H  2.76  -9.66  3.13
H  3.42  -11.32  3.24
H  4.14  -9.89  0.95
H  5.76  -9.33  1.21
H  4.43  -8.33  1.80
O  8.46  -0.26  2.89
C  7.84  0.25  1.73
C  8.50  1.66  1.41
O  8.00  2.22  0.28
H  7.99  0.16  3.62
H  7.84  -0.46  0.90
H  6.79  0.27  2.01
H  9.52  1.39  1.13
H  8.53  2.44  2.16
H  7.37  2.84  0.66
O  7.17  -6.13  -4.13
C  6.32  -5.25  -4.94
C  5.44  -4.43  -4.07
O  4.64  -5.23  -3.25
H  6.59  -6.71  -3.63
H  7.02  -4.65  -5.52
H  5.74  -5.72  -5.73
H  4.68  -3.82  -4.56
H  5.90  -3.97  -3.20
H  4.92  -5.00  -2.35
O  -5.81  1.09  0.58
C  -5.79  1.44  1.97
C  -6.92  0.75  2.73
O  -8.13  1.23  2.17
H  -5.29  0.29  0.44
H  -4.80  1.09  2.28
H  -5.91  2.52  2.09
H  -6.82  1.06  3.77
H  -6.82  -0.33  2.66
H  -7.89  1.17  1.25

Computed properties:
Relative energy (zero: lowest compared OMol25 entry of this formula, charge and spin) ... 24.2 kcal/mol
SMILES string ... COC[C@H](C)N.COCCNCCOC.COCCNCCOC.COCCNCCOC.COCCNCCOC.COCCNCCOC.COCCNCCOC.OCCO.OCCO.OCCO

(2)
The following is a DFT calculation (ωB97M-V with the def2-TZVPD basis set) of one molecule with the formula C18H28N2O5S at a distorted geometry.

CARTESIAN COORDINATES (ANGSTROEM)
O  -1.59  3.69  -3.24
S  -0.36  3.83  -2.52
O  0.85  4.02  -3.27
C  -0.15  2.45  -1.41
C  -1.24  2.06  -0.64
C  -1.10  1.01  0.25
C  0.13  0.34  0.36
O  0.17  -0.67  1.26
C  1.36  -1.41  1.43
C  1.05  -2.54  2.42
O  0.59  -2.04  3.64
C  0.04  -3.52  1.78
N  0.60  -4.10  0.58
C  -0.34  -4.26  -0.52
C  -1.31  -5.42  -0.32
C  -0.52  -6.72  -0.13
C  0.46  -6.55  1.03
C  1.35  -5.32  0.80
C  1.21  0.75  -0.42
C  1.06  1.80  -1.30
N  -0.57  5.08  -1.40
C  0.66  5.44  -0.73
C  0.33  6.45  0.37
O  -0.32  7.59  -0.16
C  -1.51  7.23  -0.83
C  -1.22  6.25  -1.97
H  -2.17  2.58  -0.75
H  -1.92  0.68  0.86
H  1.68  -1.85  0.48
H  2.15  -0.76  1.83
H  1.99  -3.07  2.64
H  -0.16  -1.46  3.45
H  -0.23  -4.26  2.54
H  -0.85  -2.95  1.53
H  -0.88  -3.32  -0.65
H  0.25  -4.43  -1.43
H  -1.97  -5.50  -1.19
H  -1.93  -5.24  0.56
H  -1.20  -7.55  0.05
H  0.04  -6.93  -1.05
H  1.08  -7.44  1.13
H  -0.10  -6.43  1.96
H  2.01  -5.18  1.65
H  1.96  -5.49  -0.09
H  2.17  0.25  -0.35
H  1.88  2.14  -1.92
H  1.09  4.53  -0.30
H  1.38  5.87  -1.44
H  1.24  6.82  0.84
H  -0.31  5.97  1.12
H  -1.93  8.16  -1.21
H  -2.21  6.77  -0.12
H  -2.14  5.92  -2.45
H  -0.57  6.73  -2.71

Computed properties:
Relative energy (zero: lowest compared OMol25 entry of this formula, charge and spin) ... 30.4 kcal/mol
SMILES string ... O=S(=O)(c1ccc(OC[C@@H](O)CN2CCCCC2)cc1)N1CCOCC1

(3)
The following is a DFT calculation (ωB97M-V with the def2-TZVPD basis set) of C11H5N2O5Yb as an isolated structure at a distorted geometry.

CARTESIAN COORDINATES (ANGSTROEM)
O  1.13  3.39  -6.55
C  1.11  3.36  -5.41
Yb  1.12  1.64  -1.39
C  1.17  1.62  0.88
O  1.06  1.75  1.99
C  1.23  -0.91  -1.24
O  1.19  -2.04  -1.18
C  3.31  1.12  -1.46
O  4.41  1.09  -1.66
C  -1.05  1.12  -1.70
O  -2.16  1.00  -1.87
H  1.18  0.75  -3.21
N  0.62  -3.60  3.70
C  0.09  -2.81  3.04
C  -0.59  -1.85  2.27
C  -1.92  -1.50  2.50
C  -2.54  -0.49  1.81
C  -1.80  0.18  0.86
N  -0.58  -0.24  0.59
C  0.09  -1.15  1.30
H  -2.47  -2.02  3.29
H  -3.53  -0.14  1.98
H  -2.23  1.05  0.33
H  1.17  -1.34  1.12

Computed properties:
⟨S²⟩ ... 0.7522
Charge ... +2
Relative energy (zero: lowest compared OMol25 entry of this formula, charge and spin) ... 19.4 kcal/mol
Spin multiplicity ... 2